Entry 1:
# C26H49B2Cl2F5O21P4S2

A cluster of 4 separate species, C26H49B2Cl2F5O21P4S2 in total (ωB97M-V/def2-TZVPD, OMol25).

Properties
E_LUMO   -2.04 eV
SMILES   CB(O)[C@@]1(Cl)[C@](Cl)(COc2ccccc2)[C@@H](CCCC(F)(F)C(F)(F)F)S(=O)(=O)O[C@]1(B(O)O)P(O)(O)=S.COP(=O)(OC)OC.COP(=O)(OC)OC.COP(=O)(OC)OC
Gap between HOMO and LUMO   6.95 eV

Each line ends with the Mulliken charge.
CARTESIAN COORDINATES (ANGSTROEM)
C -3.0977 -2.8689 -6.2318  -0.831
B -3.6409 -1.9299 -5.0588  0.381
O -4.9894 -1.5252 -5.1901  -0.749
C -2.8257 -1.4438 -3.7133  0.131
Cl -4.2138 -1.2518 -2.4833  -0.135
C -1.8961 -2.5368 -3.0538  0.320
Cl -0.6230 -3.2687 -4.1334  -0.025
C -2.6050 -3.7268 -2.2987  -1.526
O -3.7616 -4.3103 -2.8752  -0.438
C -3.5803 -5.2895 -3.8282  0.710
C -2.4077 -6.0934 -4.1166  -0.280
C -2.4219 -7.1339 -5.1611  -0.603
C -3.6043 -7.3874 -5.9732  -0.482
C -4.7969 -6.5867 -5.6903  -0.414
C -4.7781 -5.5944 -4.6425  -0.232
C -1.0637 -1.7884 -1.8710  -0.477
C -0.1420 -2.7651 -1.0317  -0.923
C -0.7174 -3.0934 0.4413  -0.771
C 0.0060 -2.2760 1.6003  -0.524
C -0.2278 -3.0862 2.9493  0.674
F 0.4756 -4.2801 2.9486  -0.311
F 0.2337 -2.3034 4.0121  -0.277
C -1.7452 -3.3925 3.2758  0.554
F -2.1993 -4.5465 2.6894  -0.248
F -1.8241 -3.6334 4.6391  -0.285
F -2.5977 -2.3658 3.0288  -0.173
S 0.0667 -0.5592 -2.6318  1.283
O 0.4424 0.5237 -1.7184  -0.570
O 1.3531 -1.1554 -3.0101  -0.706
O -0.6572 -0.0922 -4.0218  -0.469
C -2.1066 -0.0085 -3.9888  1.462
B -2.3754 0.4588 -5.5556  0.518
O -3.4393 1.2729 -5.9766  -0.640
O -1.4705 0.0628 -6.5485  -0.566
P -2.7804 1.4279 -2.9899  -0.036
O -1.9439 2.7620 -3.5625  -0.520
O -4.3686 1.7945 -3.2726  -0.491
S -2.5177 1.3767 -1.0865  -0.199
H -3.3210 -3.9589 -6.1268  0.242
H -3.6204 -2.5351 -7.1798  0.308
H -2.0050 -2.6787 -6.4341  0.270
H -5.5340 -2.2727 -5.4876  0.316
H -2.9067 -3.3252 -1.2894  0.060
H -1.8823 -4.5531 -2.0408  0.563
H -1.4842 -5.9293 -3.5202  0.258
H -1.4799 -7.7211 -5.2879  0.335
H -3.5894 -8.1690 -6.7690  0.357
H -5.7009 -6.7816 -6.3173  0.334
H -5.7169 -5.0102 -4.4677  0.358
H -1.7945 -1.3464 -1.1365  0.614
H 0.8733 -2.3165 -0.8397  0.781
H 0.0348 -3.7579 -1.5054  0.457
H -1.8133 -2.8941 0.5312  0.394
H -0.4797 -4.1792 0.6327  0.306
H 1.0941 -2.0989 1.4312  0.551
H -0.5845 -1.3264 1.7364  0.083
H -3.2580 2.1999 -5.7176  0.327
H -1.8796 0.1866 -7.4247  0.326
H -1.3531 3.0958 -2.8610  0.268
H -4.8507 1.7000 -2.4267  0.368
C 1.5136 1.7500 6.4370  -0.730
O 1.2303 1.6908 5.0357  -0.172
P -0.3724 1.9224 4.5282  1.195
O 0.0015 2.2491 3.1045  -0.644
O -0.5154 3.2698 5.4362  -0.409
C 0.0661 4.4766 4.9667  -0.726
O -2.0308 2.0112 4.1904  -0.412
C -2.5241 0.9360 3.3968  -0.603
H 2.2189 0.9596 6.6919  0.220
H 1.9677 2.7159 6.6707  0.239
H 0.6115 1.6239 7.0342  0.360
H 0.8477 4.3068 4.2246  0.331
H 0.5096 4.9968 5.8174  0.256
H -0.7161 5.1062 4.5392  0.254
H -2.2226 -0.0228 3.8219  0.170
H -2.1519 1.0131 2.3772  0.329
H -3.6119 0.9825 3.3837  0.327
C 7.8054 -1.9838 7.8917  -0.637
O 7.7692 -1.5189 6.5394  -0.346
P 6.3639 -0.7570 5.9665  1.013
O 7.0653 -0.1029 4.8042  -0.654
O 6.2977 0.2283 7.2652  -0.325
C 7.1579 1.3571 7.3125  -0.712
O 4.8097 -0.2344 5.5301  -0.159
C 4.2711 -0.8706 4.3694  -0.658
H 8.2948 -2.9567 7.9191  0.262
H 8.3848 -1.2802 8.4947  0.224
H 6.8069 -2.0791 8.3163  0.315
H 8.0185 1.2589 6.6493  0.363
H 7.5245 1.4658 8.3348  0.255
H 6.5896 2.2497 7.0467  0.241
H 4.3628 -1.9550 4.4580  0.331
H 4.7865 -0.5279 3.4717  0.352
H 3.2148 -0.6175 4.2876  0.135
C 0.7279 9.3674 -1.7476  -0.629
O 1.8305 8.5524 -1.3415  -0.355
P 1.6688 6.8620 -1.3919  1.016
O 3.1551 6.6143 -1.3644  -0.660
O 1.0811 6.9066 -2.9138  -0.298
C 1.9878 7.0751 -3.9929  -0.727
O 1.2308 5.2270 -1.3034  -0.162
C 1.4798 4.5986 -0.0404  -0.697
H 0.6393 10.2107 -1.0634  0.260
H 0.9180 9.7483 -2.7542  0.224
H -0.2098 8.8131 -1.7474  0.306
H 2.9385 7.5092 -3.6802  0.363
H 1.5300 7.7444 -4.7238  0.258
H 2.1637 6.1074 -4.4651  0.236
H 1.0673 5.2014 0.7706  0.311
H 2.5503 4.4579 0.1096  0.353
H 0.9897 3.6266 -0.0317  0.205

***

Entry 2:
# C26H49BrN4O3

A cluster of 4 separate species, C26H49BrN4O3 in total (ωB97M-V/def2-TZVPD, OMol25).

Properties
E_LUMO   0.56 eV
SMILES   CCCCCCCN(OCCC)C(=O)O[C@H](Br)CC.CCCC#N.CCCC#N.CCCC#N
Gap between HOMO and LUMO   9.36 eV

Each line ends with the Mulliken charge.
CARTESIAN COORDINATES (ANGSTROEM)
C -1.9119 -3.1579 2.3157  -0.912
C -2.2831 -1.5791 2.3553  0.027
C -3.5610 -1.2262 1.4719  -0.381
C -3.8478 0.3553 1.3568  -0.861
C -3.5851 0.8816 -0.1479  -0.919
C -1.9826 1.0118 -0.3545  0.556
C -1.4927 0.4388 -1.7575  -1.046
N -0.0334 0.0705 -1.8054  0.247
O 0.6120 0.7675 -0.8124  -0.042
C 2.0387 0.7482 -0.9834  -0.175
C 2.6598 1.3462 0.3882  -0.330
C 1.6697 2.5432 0.8108  -0.819
C 0.0137 -1.4082 -1.5376  -0.011
O -0.5298 -1.8113 -0.5081  -0.259
O 0.6907 -2.1637 -2.4902  -0.407
C 1.1128 -3.4462 -2.0060  -0.244
Br -0.4087 -4.7594 -1.8281  -0.149
C 2.0686 -3.4104 -0.7313  0.059
C 2.0868 -4.8343 0.0367  -1.219
H -1.0630 -3.3260 3.0667  0.274
H -1.4614 -3.4395 1.3005  0.216
H -2.8193 -3.8102 2.5495  0.142
H -1.3350 -1.0385 2.0343  -0.174
H -2.4536 -1.2710 3.4442  0.438
H -4.4941 -1.6723 1.9635  0.348
H -3.4438 -1.6213 0.4027  0.151
H -4.8539 0.6714 1.7670  0.421
H -3.0491 0.8594 2.0069  0.376
H -4.1335 1.8431 -0.3820  0.393
H -3.9213 0.0577 -0.8530  0.345
H -1.6340 2.0955 -0.3003  0.361
H -1.5281 0.4812 0.5449  -0.444
H -2.1112 -0.4538 -2.0780  0.446
H -1.6895 1.2640 -2.5290  0.207
H 2.4065 1.4366 -1.8216  0.189
H 2.4875 -0.2854 -1.1049  0.134
H 3.7348 1.6710 0.2813  0.251
H 2.5004 0.5282 1.1634  0.222
H 0.7330 2.1522 1.3363  0.204
H 2.1485 3.2919 1.5171  0.308
H 1.3402 3.1469 -0.1062  0.171
H 1.7403 -3.8950 -2.8496  0.474
H 1.8283 -2.6105 0.0278  0.092
H 3.1404 -3.2687 -1.1106  0.330
H 3.0104 -4.8065 0.7123  0.371
H 2.1633 -5.6965 -0.7094  0.336
H 1.1585 -4.9697 0.6895  0.265
C -5.0939 -5.3083 5.8726  -1.152
C -3.7297 -5.8792 5.5004  -0.361
C -2.5730 -5.1639 6.2024  -0.410
C -2.5601 -3.7166 5.8199  0.253
N -2.5501 -2.5889 5.5177  -0.457
H -5.1899 -4.2636 5.5674  0.343
H -5.8883 -5.8665 5.3723  0.331
H -5.2632 -5.3688 6.9516  0.302
H -3.6015 -5.8138 4.4158  0.232
H -3.7041 -6.9403 5.7637  0.324
H -1.6210 -5.6159 5.9148  0.273
H -2.6725 -5.2453 7.2877  0.317
C -0.0303 2.7182 -4.7261  -0.905
C -0.8366 2.8953 -6.0082  -0.480
C -0.6394 4.2704 -6.6509  -0.455
C -1.0802 5.3449 -5.7057  0.249
N -1.4252 6.1823 -4.9682  -0.433
H -0.3374 3.4292 -3.9550  0.388
H -0.1789 1.7157 -4.3180  0.074
H 1.0388 2.8545 -4.9139  0.377
H -1.8963 2.7395 -5.7852  0.273
H -0.5419 2.1224 -6.7235  0.346
H -1.2249 4.3438 -7.5702  0.307
H 0.4117 4.4283 -6.9053  0.272
C 6.9294 5.5191 -1.2405  -1.166
C 5.4187 5.3100 -1.2388  -0.442
C 4.8487 5.0939 0.1651  -0.165
C 5.4588 3.8740 0.7828  0.235
N 5.9486 2.9165 1.2736  -0.507
H 7.4577 4.6414 -0.8606  0.352
H 7.2867 5.6977 -2.2571  0.341
H 7.2066 6.3805 -0.6263  0.294
H 5.1787 4.4505 -1.8721  0.256
H 4.9381 6.1838 -1.6873  0.340
H 3.7650 4.9626 0.1154  0.160
H 5.0564 5.9578 0.8014  0.331

***

no.,E (eV)
1,-169562.6993
2,-109897.0083